C34H26BrN6O2SSr | the ωB97M-V functional and the def2-TZVPD basis

```
71
Properties=species:S:1:pos:R:3:lowdin_charge:R:1
Sr -0.351 0.407 0.581 1.300
Br 0.466 -0.210 -6.711 0.718
S -1.125 3.502 0.712 0.573
O -1.673 2.582 -0.351 -0.730
O -2.236 -0.902 -0.589 -0.165
N -2.352 -0.948 1.978 -0.010
N -0.142 -0.347 3.263 0.083
N 0.018 0.304 -2.117 0.004
N -0.164 2.938 1.667 -0.538
N 2.550 1.423 -0.497 0.151
N -3.547 -1.042 1.326 0.045
C -0.821 0.654 -4.325 -0.099
C -4.591 -0.999 -0.827 -0.137
C -6.854 -1.017 -2.458 -0.113
C 4.058 2.475 -2.095 -0.169
C 4.259 -0.511 2.092 -0.056
C 5.115 1.691 -1.575 -0.024
C 1.882 -1.470 4.491 -0.190
C 2.024 -0.879 1.055 -0.098
C 4.869 0.825 -0.560 -0.013
C 3.546 0.690 -0.031 -0.242
C -5.863 -0.944 -0.265 -0.038
C 0.835 -2.399 5.022 -0.034
C 1.892 3.961 -3.023 -0.076
C 1.268 -0.579 3.392 -0.262
C 3.164 4.122 -3.615 -0.099
C 4.226 3.395 -3.155 -0.054
C 0.277 -0.012 -4.835 -0.687
C 1.753 -1.611 2.330 -0.257
C -0.920 -1.225 3.760 -0.246
C 1.058 -0.352 -2.627 -0.121
C -6.988 -0.951 -1.077 -0.099
C -3.340 -0.971 0.011 -0.488
C 3.244 -0.284 1.042 -0.257
C 1.238 -0.535 -3.991 -0.098
C 2.810 -2.066 3.384 -0.201
C -5.588 -1.076 -3.024 -0.095
C -4.464 -1.064 -2.211 -0.030
C 4.082 -1.297 3.163 -0.074
C 1.704 3.080 -1.995 -0.017
C -2.304 -1.279 3.218 -0.284
C 2.785 2.304 -1.508 -0.216
C -3.456 -1.789 4.026 -0.045
C -0.904 0.784 -2.946 -0.134
C -0.452 -2.279 4.690 -0.008
H 3.001 -3.142 3.469 0.134
H -5.948 -0.891 0.811 0.099
H 2.100 -1.062 -4.371 0.101
H -1.731 1.306 -2.478 0.101
H 4.888 -1.414 3.882 0.093
H -3.471 -2.883 4.047 0.079
H 0.981 -2.378 2.236 0.134
H 5.210 3.511 -3.595 0.104
H 1.772 -0.736 -1.906 0.101
H -7.974 -0.902 -0.631 0.093
H 1.812 0.357 3.278 0.152
H -1.190 -2.962 5.094 0.098
H 5.207 0.013 2.010 0.092
H 5.657 0.195 -0.170 0.102
H 6.108 1.784 -2.003 0.109
H -1.584 1.065 -4.969 0.101
H 3.295 4.825 -4.428 0.093
H 1.142 -3.176 5.717 0.106
H -4.386 -1.455 3.572 0.060
H -3.466 -1.104 -2.628 0.104
H 0.732 2.956 -1.535 0.076
H 2.399 -0.968 5.317 0.139
H -7.734 -1.021 -3.090 0.091
H -5.476 -1.128 -4.100 0.094
H -3.395 -1.436 5.058 0.076
H 1.056 4.546 -3.386 0.102
```

- Gap between HOMO and LUMO: 6.891 eV
- Electronic energy: -130430.82365 eV
- Charge: -1
- Energy above the lowest of the compared OMol25 structures with the same formula, charge and spin: 189.1 kJ/mol
- LUMO: 0.0833 Ha
- HOMO level: -4.62 eV

C34H26ClF3N5O4PbS | the ωB97M-V functional and the def2-TZVPD basis

```
75
Properties=species:S:1:pos:R:3:lowdin_charge:R:1
Pb -0.774 -0.473 -0.122 1.331
Cl -1.843 0.615 -7.611 0.688
S -2.891 0.126 1.080 0.746
F -4.695 1.337 3.271 0.133
F -5.256 -0.023 4.852 0.149
F -5.330 -0.675 2.794 0.136
O 4.343 4.674 1.073 0.091
O 0.755 0.049 -1.900 -0.113
O 3.066 6.401 0.891 0.117
O -2.062 -0.635 -1.892 -0.217
N -1.077 -0.813 2.760 -0.001
N 0.856 0.923 0.905 0.042
N -0.965 1.936 -0.806 0.037
N 3.287 5.216 0.812 -0.338
N 2.785 -1.712 0.107 -0.269
C -4.628 0.057 3.673 -0.614
C 2.941 2.425 1.918 0.047
C 3.787 -0.860 -0.518 -0.085
C 1.232 4.863 -0.378 0.085
C 1.674 0.405 1.795 -0.114
C 2.725 1.141 2.344 -0.003
C -1.407 -1.343 5.066 -0.031
C 3.395 -2.532 1.144 -0.085
C -3.200 -0.416 3.777 -0.113
C -0.633 -1.282 3.928 -0.119
C 2.154 4.339 0.449 -0.060
C 2.132 -2.549 -0.892 -0.175
C -3.078 -0.513 -3.982 0.012
C 0.917 -3.251 -0.342 -0.230
C -2.717 -0.892 4.981 0.021
C -3.038 -0.217 -5.318 -0.064
C -1.286 -4.673 0.683 -0.059
C -1.921 2.423 -1.570 -0.082
C -1.338 -3.291 0.566 -0.128
C 0.938 -4.639 -0.215 -0.030
C -1.853 0.243 -5.920 -0.669
C -1.914 3.747 -2.031 0.006
C 0.134 4.067 -0.830 -0.108
C -0.245 -2.600 0.062 -0.200
C 2.082 2.990 0.953 -0.043
C -1.936 -0.368 -3.158 -0.347
C -0.729 0.386 -5.166 -0.056
C -2.340 -0.396 2.668 -0.634
C -0.878 4.566 -1.670 0.033
C 0.041 2.736 -0.419 -0.137
C 0.499 0.246 -3.099 -0.154
C -0.143 -5.346 0.290 -0.053
C -0.741 0.087 -3.780 -0.130
C 1.025 2.194 0.491 -0.119
H 1.846 -1.915 -1.729 0.103
H -3.988 -0.869 -3.518 0.128
H 4.254 -0.227 0.239 0.081
H -2.243 -2.768 0.856 0.084
H -0.088 -6.423 0.374 0.114
H 2.827 -3.308 -1.284 0.130
H 1.328 5.891 -0.700 0.142
H 1.832 -5.170 -0.518 0.120
H 3.760 3.001 2.317 0.119
H 3.873 -1.892 1.887 0.082
H -2.720 4.096 -2.660 0.123
H 0.192 0.728 -5.623 0.119
H 4.164 -3.208 0.741 0.098
H -2.724 1.745 -1.828 0.121
H 2.637 -3.140 1.642 0.087
H 3.361 0.691 3.093 0.123
H 1.486 -0.618 2.083 0.093
H -1.005 -1.730 5.990 0.114
H 1.335 0.586 -3.729 0.145
H -3.924 -0.336 -5.927 0.117
H -3.366 -0.915 5.845 0.131
H -2.140 -5.213 1.070 0.114
H 4.582 -1.441 -1.009 0.097
H -0.833 5.593 -2.011 0.133
H 3.310 -0.220 -1.259 0.077
H 0.395 -1.629 3.940 0.112
```

- Gap between HOMO and LUMO: 7.071 eV
- Electronic energy: -88070.93852 eV
- Charge: +1
- Energy above the lowest of the compared OMol25 structures with the same formula, charge and spin: 0.0 kJ/mol
- LUMO: -0.1388 Ha
- HOMO level: -10.85 eV

C34H26FeO2S6 | the ωB97M-V functional and the def2-TZVPD basis

```
69
Properties=species:S:1:pos:R:3:lowdin_charge:R:1
Fe 2.381 -2.034 -0.161 -0.002
S 4.177 -2.988 -1.185 0.018
S -0.123 -2.279 -0.343 1.005
S 3.215 -2.105 1.981 0.074
S 2.733 0.207 -0.525 0.858
S 5.207 -2.334 1.904 -0.057
S 5.771 -2.300 -0.167 -0.079
O 0.508 -1.299 -1.289 -0.512
O 3.993 0.865 -0.163 -0.424
C 1.397 1.308 -0.008 -0.270
C 1.069 1.189 3.545 0.005
C 0.338 -0.305 1.679 -0.140
C 0.580 -0.055 3.079 -0.121
C -3.965 -3.268 -1.055 -0.033
C 0.023 -1.597 1.316 -0.367
C -1.838 1.565 1.823 -0.031
C 1.515 2.626 -0.495 -0.061
C 2.572 0.425 -2.323 -0.338
C -4.667 -2.079 -0.869 -0.260
C -2.711 3.790 1.509 -0.072
C 3.706 0.074 -3.039 -0.075
C -2.817 2.493 2.044 -0.064
C -1.622 4.125 0.757 -0.028
C -0.164 -2.620 2.279 -0.102
C 3.701 0.137 -4.423 -0.023
C -1.909 -2.144 -0.570 -0.346
C -0.592 3.188 0.511 -0.149
C 2.568 0.551 -5.114 -0.269
C 2.560 0.651 -6.614 -0.049
C 0.555 3.551 -0.235 -0.002
C -0.045 -2.362 3.603 -0.017
C -3.955 -0.917 -0.579 -0.018
C 0.998 0.414 5.824 -0.063
C 1.275 1.415 4.877 -0.051
C -0.687 1.882 1.056 -0.119
C 0.558 -0.809 5.409 -0.023
C 1.426 0.829 -2.998 -0.079
C 0.356 -1.078 4.037 -0.161
C -2.589 -3.306 -0.903 -0.073
C -2.579 -0.942 -0.434 -0.045
C 0.367 0.927 0.818 -0.124
C -6.168 -2.073 -0.955 -0.044
C 1.435 0.895 -4.379 -0.032
H 4.591 -0.144 -4.973 0.116
H -6.508 -2.257 -1.976 0.087
H -2.035 -0.033 -0.213 0.100
H 0.542 1.219 -4.902 0.116
H -4.505 -4.172 -1.309 0.120
H -3.493 4.515 1.694 0.105
H -0.216 -3.137 4.339 0.124
H 2.402 2.875 -1.065 0.127
H -1.951 0.570 2.233 0.122
H 1.664 2.369 5.206 0.109
H 0.524 1.086 -2.463 0.109
H 0.378 -1.603 6.123 0.116
H 2.453 1.694 -6.919 0.083
H -6.577 -2.864 -0.326 0.084
H 3.484 0.264 -7.040 0.074
H -6.579 -1.119 -0.627 0.076
H -2.045 -4.235 -1.029 0.112
H 0.646 4.568 -0.596 0.121
H 1.722 0.096 -7.038 0.081
H -1.528 5.118 0.333 0.115
H -4.481 0.021 -0.449 0.117
H 1.163 0.608 6.876 0.107
H -0.412 -3.615 1.924 0.116
H 4.594 -0.236 -2.502 0.094
H -3.685 2.228 2.635 0.107
H 1.304 1.973 2.839 0.124
```

- Gap between HOMO and LUMO (spin up / spin down): 5.625 / 5.578 eV
- Spin multiplicity: 5
- Electronic energy: -139173.36422 eV
- LUMO (spin up / spin down): -0.0218 / -0.0241 Ha
- HOMO level (spin up / spin down): -6.22 / -6.23 eV